1.
62
Properties=species:S:1:pos:R:3 method="wB97M-V/def2-TZVPD" max_force_ev_per_a=2.436 lumo_ev="3.95 / 3.95" homo_ha="-0.0924 / -0.0924" gap_ha="0.238 / 0.237" charge=-2 spin_multiplicity=3 s_squared=2.028
V 2.23262 1.30020 3.13913
C -5.39694 1.35650 -4.17738
C -4.24970 1.15118 -3.22093
C -4.31223 0.19487 -2.21981
C -3.27567 0.03386 -1.30161
C -3.43397 -1.00004 -0.21172
C -2.11748 0.81941 -1.38260
Te -0.58009 0.76356 0.25029
N 1.34403 0.53823 1.79922
C 1.98327 -0.59056 2.07077
O 3.18504 -0.57094 2.44595
C 1.29619 -1.91863 1.94145
C -0.03327 -2.10196 2.30154
C -0.60808 -3.36101 2.20665
C 0.13906 -4.43385 1.73937
C 1.46415 -4.24926 1.36827
C 2.04669 -2.99642 1.48113
C 0.98814 0.29414 -1.11120
C 2.10788 1.12226 -1.09170
C 3.22517 0.84479 -1.86235
C 3.21962 -0.26123 -2.69784
C 2.11054 -1.09154 -2.72617
C 0.99614 -0.84610 -1.92631
C -0.14216 -1.83018 -1.91843
C -2.05207 1.78343 -2.40712
C -0.85415 2.68783 -2.54058
C -3.10501 1.93323 -3.30474
H -6.13946 0.56449 -4.07042
H -5.05264 1.36648 -5.21385
H -5.89391 2.31152 -3.98722
H -5.19920 -0.42944 -2.14284
H -4.23564 -1.70403 -0.44559
H -3.67227 -0.51140 0.73619
H -2.50152 -1.54628 -0.07151
H -0.59557 -1.25515 2.67142
H -1.64137 -3.50927 2.49659
H -0.31837 -5.41339 1.65689
H 2.04427 -5.08617 0.99693
H 3.08093 -2.83216 1.20744
H 2.11141 1.99620 -0.45426
H 4.09965 1.47897 -1.79355
H 4.08235 -0.48345 -3.31526
H 2.11660 -1.97172 -3.36190
H 0.09252 -2.70380 -2.52964
H -1.05687 -1.37090 -2.29382
H -0.32982 -2.15468 -0.89135
H -0.67431 3.20834 -1.59873
H -1.00905 3.41987 -3.33603
H 0.04403 2.11156 -2.76423
H -3.03845 2.69734 -4.07551
Cl 0.89764 4.84733 4.48979
Si 0.87239 3.21170 3.16183
Cl -1.11734 2.51330 3.42136
Cl 0.69780 4.25106 1.33843
F 3.15948 -0.22269 5.42362
B 2.16117 0.67073 5.79768
F 1.03275 0.44911 4.93550
F 2.62261 1.98486 5.51922
F 1.79217 0.53659 7.12277
Se 4.18168 2.38347 2.30629
C 5.23541 1.15242 1.49409
N 5.97321 0.46744 0.92639

***

2.
67
Properties=species:S:1:pos:R:3 method="wB97M-V/def2-TZVPD" max_force_ev_per_a=0.948 lumo_ev="-2.46 / -5.75" homo_ha="-0.3456 / -0.4320" gap_ha="0.255 / 0.221" charge=+1 spin_multiplicity=5 s_squared=6.052
Ru -0.20436 -0.33223 0.35332
C 3.33969 -2.60056 -0.26181
C 2.54025 -1.79366 0.53160
N 1.57602 -1.24006 -0.21026
N 1.74027 -1.67381 -1.47637
C 2.78933 -2.50232 -1.52812
B 0.80295 -1.11329 -2.58358
N -0.61737 -1.66337 -2.30291
C -1.43677 -2.47730 -2.97191
C -2.60146 -2.64303 -2.23376
C -2.41346 -1.88354 -1.09838
N -1.21188 -1.28451 -1.14232
N 0.75070 0.43045 -2.41246
C 1.01671 1.35471 -3.34715
C 0.86706 2.60653 -2.78468
C 0.49072 2.36222 -1.46919
N 0.41328 1.04518 -1.24826
N 1.34026 -1.44977 -3.94712
C 2.60925 -1.23415 -4.39763
C 2.60390 -1.37443 -5.75785
C 1.25970 -1.66255 -6.07076
N 0.50550 -1.69150 -4.99089
H 4.19206 -3.18268 0.03842
H 2.59413 -1.60267 1.58996
H 3.08097 -2.96561 -2.45471
H -1.15045 -2.84651 -3.94026
H -3.46128 -3.23168 -2.49769
H -3.06061 -1.73849 -0.25031
H 1.28876 1.06364 -4.34821
H 1.00528 3.56023 -3.26145
H 0.26002 3.04633 -0.67246
H 3.41168 -0.97791 -3.72545
H 3.44005 -1.28716 -6.42889
H 0.81841 -1.85034 -7.03635
Se -3.24393 -0.06828 4.59058
N -4.26839 1.12479 3.70801
C -3.80321 1.19866 2.48733
C -4.34159 2.01404 1.46411
C -3.74418 1.96406 0.21635
C -2.65659 1.15377 -0.01926
N -2.06338 0.34438 0.93516
C -2.60780 0.35724 2.18335
N -2.15058 -0.36909 3.17080
H -5.19655 2.63791 1.67880
H -4.12213 2.55930 -0.60243
H -2.20578 1.12174 -0.99946
C 1.80399 1.41805 5.24258
N 1.68245 1.19547 3.80300
C 2.49150 1.72784 2.82393
C 2.02206 1.26305 1.64224
N 0.92789 0.45642 1.89096
C 0.75460 0.44590 3.20821
H 2.46653 2.26339 5.40398
H 2.22254 0.53704 5.72449
H 0.82396 1.64084 5.65723
H 3.31525 2.37842 3.05717
H 2.36283 1.46222 0.64208
H -0.04057 -0.06604 3.72280
Cl -0.17656 -3.60300 0.57212
C -0.46620 -2.09568 1.45354
H 0.21336 -2.07737 2.30087
H -1.49223 -2.09789 1.80378
N -0.60817 2.94381 1.28957
C -1.20676 3.11634 2.26512
N -1.93345 3.35403 3.33959
C -1.73973 2.61183 4.36925
N -1.59851 1.92066 5.31204

***

3.
50
Properties=species:S:1:pos:R:3 method="wB97M-V/def2-TZVPD" max_force_ev_per_a=1.890 lumo_ev="-1.15 / -1.16" homo_ha="-0.0967 / -0.0976" gap_ha="0.054 / 0.055" charge=-1
C 0.57706 -2.41241 1.52861
C -0.81326 -2.22962 1.25554
C -1.11470 -2.89932 0.03914
H -1.51727 -1.73853 1.93422
C 0.08661 -3.48974 -0.44313
C 1.13437 -3.19054 0.47461
H 2.16133 -3.55265 0.41521
H 1.06539 -2.08419 2.45010
H -2.10000 -2.97414 -0.42326
H 0.16732 -4.10711 -1.33584
C -1.21964 1.98126 0.15434
C -1.05423 1.22507 1.34794
C 0.25941 1.48129 1.84957
H -1.80756 0.61246 1.84929
C 0.90925 2.37998 0.95634
C -0.01081 2.69777 -0.08525
H 0.14794 3.41619 -0.88892
H -2.12273 2.01856 -0.45559
H 0.64837 1.09871 2.79628
H 1.89313 2.82516 1.10038
Ba 0.66060 -0.32328 -0.69195
O -1.05948 -0.42180 -2.31690
C -1.59987 -1.29206 -3.26997
C -0.58735 -1.74591 -4.25498
H -1.94845 -2.19507 -2.74228
H -2.42463 -0.80755 -3.83372
H -0.23392 -2.77445 -4.17227
H 1.07370 -2.48766 -6.17644
C 0.70555 -1.46566 -6.29993
C -0.09423 -0.91532 -5.24445
C -0.37610 0.50176 -5.30806
H -0.83637 0.98201 -4.43628
C -0.07824 1.22071 -6.45387
H -0.32618 2.28250 -6.50151
C 0.53002 0.59557 -7.55327
H 0.66534 1.14386 -8.48346
C 0.93146 -0.74488 -7.45916
H 1.41984 -1.22348 -8.30573
Te -0.77338 -1.05246 4.91480
C 0.03836 0.61594 5.79736
C -0.80992 1.67140 6.22803
C -0.27638 2.65917 7.06236
C 1.07164 2.61430 7.45535
C 1.92065 1.61788 6.94708
C 1.42309 0.61254 6.11254
H -1.85848 1.63777 5.93537
H -0.91613 3.46593 7.42409
H 1.46226 3.35980 8.15390
H 2.97695 1.61935 7.21804
H 2.02967 -0.20911 5.73572

***

4.
55
Properties=species:S:1:pos:R:3 method="wB97M-V/def2-TZVPD" max_force_ev_per_a=0.640 lumo_ev=2.39 homo_ha=-0.1567 gap_ha=0.244 charge=-1
Cu 0.07833 0.21040 0.11503
C 2.42190 -3.06217 2.45703
C 2.18186 -3.34787 0.99832
C 2.22046 -4.67097 0.55558
C 2.02417 -5.00162 -0.77412
C 1.78716 -3.98558 -1.69064
C 1.72984 -2.65695 -1.29144
C 1.46791 -1.58506 -2.31675
C 1.91281 -2.32237 0.07126
N 1.75568 -0.97912 0.45337
C 2.73728 -0.36019 1.13084
O 3.85581 -0.78828 1.45583
C 2.41887 1.10779 1.41943
C 3.39051 2.06627 1.65112
C 3.00014 3.40232 1.64578
C 1.68165 3.74588 1.35952
C 0.77843 2.71955 1.14615
N 1.14942 1.45204 1.25784
C -0.62425 2.93345 0.58225
O -1.17851 4.02655 0.76830
N -1.06185 1.88151 -0.14035
C -2.25169 2.05941 -0.88305
C -3.43005 1.38396 -0.52696
C -3.45916 0.55238 0.73008
C -4.56614 1.51628 -1.32465
C -4.55690 2.31874 -2.45783
C -3.39536 3.00043 -2.79160
C -2.24317 2.88538 -2.01866
C -0.98822 3.61970 -2.39980
H 2.21782 -3.95237 3.05849
H 1.79217 -2.24685 2.81158
H 3.45422 -2.74540 2.61948
H 2.41696 -5.45559 1.28038
H 2.05552 -6.03710 -1.09411
H 1.64147 -4.22787 -2.74051
H 1.42749 -2.01209 -3.32298
H 2.23832 -0.81125 -2.28631
H 0.51711 -1.07628 -2.12259
H 4.41683 1.75630 1.79432
H 3.73775 4.17977 1.80937
H 1.35312 4.77300 1.26939
H -3.30059 1.17484 1.61537
H -2.64993 -0.17844 0.71951
H -4.41253 0.02613 0.82892
H -5.47065 0.98337 -1.04099
H -5.44570 2.41178 -3.07421
H -3.37509 3.63636 -3.67270
H -1.09762 4.09228 -3.37767
H -0.13529 2.93527 -2.43190
H -0.75768 4.38929 -1.65851
Br -1.58498 -3.15950 0.21254
C -2.02020 -2.83958 2.05452
Br -1.00103 -1.42222 2.85629
H -1.79163 -3.74313 2.59655
H -3.06278 -2.57261 2.11386

***

Relative energy (zero: lowest compared OMol25 entry of this formula, charge and spin) values, unit kJ/mol, following the record order: 87.2 80.8 83.6 0.0.
M values, unit g mol⁻¹, following the record order: 834.214 761.855 592.375 608.821.